C6H7N as an isolated structure. Source: the Open Molecules 2025 dataset; level of theory: ωB97M-V/def2-TZVPD.

Geometry (Å):
C  -1.0771  -0.1354  1.6527
C  -0.3017  -0.1306  0.3829
C  -0.3077  0.8192  -0.8508
C  0.2324  -0.3136  -1.7430
C  1.1319  0.7462  -0.7577
N  1.1855  -0.2382  0.3370
C  0.3320  -1.1695  -0.4467
H  -2.1430  -0.2297  1.4330
H  -0.9265  0.7805  2.2370
H  -0.7749  -0.9846  2.2723
H  -0.9232  1.6502  -1.1630
H  1.2978  -0.0458  -2.0691
H  1.8831  1.4942  -0.9977
H  0.3914  -2.2429  -0.2868

## Properties
LUMO: 1.1 eV
E_HOMO: -8.254 eV
gap between HOMO and LUMO: 9.380 eV
charge: 0
energy relative to the best compared isomer or geometry (same formula, charge and spin): 654.4 kJ/mol
DFT total energy: -287.33801 hartree



A 2-piece molecular cluster, C4H6Br2N2O6 overall. Source: the Open Molecules 2025 dataset; level of theory: ωB97M-V/def2-TZVPD.

Geometry (Å):
C  1.9934  0.9684  0.3834
C  0.8385  0.0790  0.8122
C  -0.5123  0.7609  0.6257
C  -1.3485  -0.1930  -1.2293
N  0.8351  -0.4292  2.2925
N  -1.5828  0.5505  1.2993
O  0.5691  0.3597  3.1800
O  1.2522  -1.5523  2.3782
O  -2.4812  1.6482  1.3654
O  -2.0156  -0.4764  1.7628
O  -1.2581  -1.3869  -0.6665
O  -2.3306  0.4223  -1.2285
Br  3.6828  0.0397  0.1418
Br  0.1526  -0.0059  -2.4403
H  2.2019  1.7564  1.0953
H  1.6448  1.1971  -0.5537
H  1.0376  -0.8879  0.3631
H  -0.5446  1.7503  0.1220
H  -1.7120  -1.5761  0.1551
H  -3.2804  1.2878  1.2134

## Properties
LUMO: -0.8 eV
E_HOMO: -10.413 eV
gap between HOMO and LUMO: 9.589 eV
structure (SMILES): O=[N+]([O-])[C@@H](/C=[N+](\[O-])O)CBr.O=C(O)Br
charge: 0
energy relative to the best compared isomer or geometry (same formula, charge and spin): 96.4 kJ/mol
DFT total energy: -5864.74546 hartree



C49H52KN15O4S as an isolated structure. Source: the Open Molecules 2025 dataset; level of theory: ωB97M-V/def2-TZVPD.

Geometry (Å):
K  -0.5514  -1.0072  -0.2992
N  -2.3853  -4.3614  -0.0483
C  -1.1455  -4.4529  0.5855
N  -0.5864  -5.6423  0.8027
N  0.5580  -5.3436  1.4387
N  0.6654  -4.0605  1.5853
N  -0.4095  -3.4472  1.0439
C  -2.9184  -3.2014  -0.6108
N  -3.5205  -3.2183  -1.7990
N  -3.9690  -1.9630  -1.9564
N  -3.6418  -1.2437  -0.9274
N  -2.9740  -2.0074  -0.0320
H  -2.5718  -5.1714  -0.6176
C  1.6303  0.2893  3.1741
C  0.7739  -0.8308  3.6855
C  1.2836  -1.8009  4.5434
C  0.4805  -2.8228  5.0178
C  -0.8492  -2.8883  4.6324
C  -1.3972  -1.9401  3.7795
C  -2.8285  -2.0215  3.3360
C  -0.5690  -0.9143  3.3191
N  -1.0887  0.0453  2.3988
C  -1.7058  1.0546  2.8403
C  -1.9503  1.3765  4.2945
C  -2.2551  2.0555  1.8623
C  -3.6919  2.4579  2.0726
N  -1.4887  2.4896  0.9539
C  -1.9271  3.4882  0.0516
C  -2.6885  3.1695  -1.0786
C  -3.1340  1.7632  -1.3433
C  -2.9849  4.1987  -1.9690
C  -2.5477  5.4962  -1.7534
C  -1.7974  5.7881  -0.6241
C  -1.4757  4.7910  0.2873
C  -0.6350  5.0794  1.4980
H  2.6836  0.1026  3.3834
H  1.3612  1.2431  3.6418
H  1.5328  0.4447  2.1013
H  2.3317  -1.7553  4.8193
H  0.8909  -3.5837  5.6705
H  -1.4736  -3.7061  4.9737
H  -3.2920  -2.9319  3.7169
H  -2.8961  -2.0196  2.2445
H  -3.4112  -1.1694  3.7040
H  -1.3713  0.7174  4.9373
H  -3.0085  1.2611  4.5387
H  -1.6778  2.4157  4.4967
H  -4.3117  1.5589  2.1158
H  -4.0439  3.0968  1.2661
H  -3.8096  2.9862  3.0210
H  -3.5947  1.2837  -0.4806
H  -2.2830  1.1402  -1.6266
H  -3.8542  1.7307  -2.1609
H  -3.5643  3.9622  -2.8540
H  -2.7823  6.2754  -2.4684
H  -1.4396  6.7969  -0.4495
H  -0.2305  6.0912  1.4572
H  0.1930  4.3701  1.5635
H  -1.2122  4.9786  2.4218
N  1.2563  3.3912  -1.0378
C  2.2236  4.3917  -0.6055
C  3.1844  3.8148  0.4369
C  3.6417  2.4136  0.0109
O  4.5694  2.3451  -0.8432
O  3.0089  1.4501  0.4861
H  0.4086  3.8037  -1.4036
H  1.0037  2.7610  -0.2818
H  1.7447  5.2921  -0.1885
H  2.8089  4.7139  -1.4731
H  2.6822  3.7327  1.4034
H  4.0470  4.4770  0.5336
S  5.2284  -4.9959  0.7828
C  3.9683  -3.9354  0.1217
C  3.9601  -2.5819  0.4172
C  2.9459  -1.7930  -0.1034
N  2.0006  -2.2792  -0.9110
C  2.0172  -3.5790  -1.1843
C  2.9715  -4.4540  -0.6886
C  4.8005  -5.0349  2.4918
C  3.5822  -4.6163  3.0071
C  3.3825  -4.7432  4.3746
N  4.2738  -5.2372  5.2352
C  5.4361  -5.6314  4.7152
C  5.7503  -5.5535  3.3718
H  4.7142  -2.1430  1.0572
H  2.9091  -0.7302  0.1273
H  1.2095  -3.9525  -1.8060
H  2.9108  -5.5132  -0.8938
H  2.7813  -4.2141  2.3947
H  2.4298  -4.4284  4.7852
H  6.1657  -6.0308  5.4140
H  6.7205  -5.8813  3.0185
C  7.5831  1.4488  -2.8670
O  6.2358  1.1778  -3.1791
C  5.8969  -0.1044  -3.4666
C  6.7783  -1.0618  -3.9487
C  6.3167  -2.3418  -4.2356
C  4.9847  -2.6652  -4.0391
C  4.1063  -1.7123  -3.5424
C  4.5517  -0.4327  -3.2538
N  3.7367  0.5304  -2.6267
C  2.4393  0.7013  -2.7555
C  1.5791  0.3287  -3.8037
C  2.0157  0.0615  -5.1275
C  1.1300  -0.0229  -6.1587
C  -0.2566  0.1637  -5.8994
C  -0.7276  0.4121  -4.6507
C  0.1606  0.4482  -3.5086
O  -0.2624  0.5357  -2.3371
H  7.9683  0.7287  -2.1398
H  7.5918  2.4432  -2.4284
H  8.2172  1.4355  -3.7601
H  7.8194  -0.8123  -4.1015
H  7.0097  -3.0868  -4.6062
H  4.6265  -3.6656  -4.2432
H  3.0715  -1.9585  -3.3484
H  4.1934  1.1189  -1.8754
H  1.9938  1.2986  -1.9632
H  3.0766  -0.0329  -5.3262
H  1.4738  -0.2043  -7.1688
H  -0.9569  0.0994  -6.7261
H  -1.7863  0.5233  -4.4511

## Properties
LUMO: 3.8 eV
E_HOMO: -2.485 eV
gap between HOMO and LUMO: 6.243 eV
charge: -2
energy relative to the best compared isomer or geometry (same formula, charge and spin): 128.9 kJ/mol
DFT total energy: -4018.98427 hartree



A 5-piece molecular cluster, C38H46N2O17P overall. Source: the Open Molecules 2025 dataset; level of theory: ωB97M-V/def2-TZVPD.

Geometry (Å):
C  2.9300  -1.8470  2.5710
C  1.4361  -1.5147  2.4918
P  0.4094  -2.3413  1.1892
C  1.4552  -3.6447  0.4001
C  2.7941  -3.3660  -0.3007
C  -0.0862  -1.0810  -0.1088
C  1.0588  -0.6207  -1.0312
N  2.1971  -0.0429  -0.2957
C  -1.1427  -1.7047  -1.0376
C  -2.5982  -1.7806  -0.5550
C  -2.8666  -2.9754  0.3681
C  -3.4880  -1.9837  -1.7852
N  -2.9952  -0.4882  0.0829
O  -3.5480  0.3553  -0.7023
C  -2.0861  0.1147  1.0949
C  -2.5325  1.5519  1.3547
C  -2.1638  -0.6076  2.4514
C  -0.6643  0.1901  0.5244
H  3.2976  -1.6256  3.5724
H  3.1219  -2.8925  2.3494
H  3.4861  -1.2333  1.8688
H  0.9703  -1.8129  3.4311
H  1.3137  -0.4367  2.4283
H  1.6217  -4.3425  1.2206
H  0.7802  -4.1578  -0.2843
H  3.3017  -2.5077  0.1065
H  3.4299  -4.2460  -0.2397
H  2.6276  -3.1897  -1.3623
H  0.6445  0.1415  -1.6981
H  1.3693  -1.4363  -1.6787
H  2.2585  0.9461  -0.4967
H  3.0602  -0.4282  -0.6492
H  -0.8317  -2.7122  -1.3236
H  -1.1424  -1.1147  -1.9576
H  -2.7682  -3.8819  -0.2263
H  -2.1576  -3.0555  1.1794
H  -3.8863  -2.9321  0.7464
H  -4.5363  -1.8786  -1.5239
H  -3.3300  -2.9983  -2.1468
H  -3.2323  -1.3016  -2.5886
H  -3.6001  1.6000  1.5455
H  -2.0184  1.9181  2.2425
H  -2.2853  2.2016  0.5208
H  -2.9852  -0.1812  3.0212
H  -2.3389  -1.6687  2.3826
H  -1.2521  -0.4067  3.0100
H  0.0000  0.5914  1.2863
H  -0.6904  0.9381  -0.2742
C  -0.4229  6.6377  -1.5741
C  0.0323  5.6901  -2.4073
C  -0.6725  4.3630  -2.5722
O  -0.1848  3.5662  -3.3500
C  -1.8710  4.1142  -1.7924
C  -2.3207  5.0641  -0.9601
C  -1.6260  6.3924  -0.8036
O  -2.1200  7.1894  -0.0273
O  -3.3939  4.9143  -0.2025
O  1.1233  5.8372  -3.1432
H  0.0746  7.5889  -1.4480
H  -2.3637  3.1571  -1.9039
H  -3.4961  5.7364  0.3134
H  1.2412  5.0216  -3.6753
C  8.1659  -5.9962  3.3476
C  7.3237  -5.9425  2.3070
C  5.9671  -5.2888  2.4031
O  5.2862  -5.2802  1.3933
C  5.5589  -4.7172  3.6704
C  6.4005  -4.7726  4.7123
C  7.7649  -5.4101  4.6119
O  8.4563  -5.3944  5.6128
O  6.1224  -4.2798  5.9074
O  7.5962  -6.4465  1.1140
H  9.1399  -6.4604  3.2874
H  4.5825  -4.2581  3.7330
H  6.9075  -4.4533  6.4624
H  6.8159  -6.2614  0.5566
C  2.9774  3.5054  -7.3595
C  3.5403  3.6948  -8.5617
C  3.6621  5.0641  -9.1868
O  4.2033  5.1262  -10.2743
C  3.1349  6.2058  -8.4656
C  2.5702  6.0168  -7.2650
C  2.4663  4.6485  -6.6363
O  1.9438  4.5878  -5.5375
O  2.0661  6.9964  -6.5321
O  4.0357  2.7191  -9.3017
H  2.8849  2.5300  -6.9037
H  3.2176  7.1806  -8.9245
H  1.7334  6.5942  -5.7067
H  4.3808  3.1409  -10.1130
C  -8.8365  0.2133  4.2331
C  -8.6370  -0.3355  5.4389
C  -7.2993  -0.8938  5.8578
O  -7.2217  -1.3568  6.9808
C  -6.2019  -0.8488  4.9121
C  -6.4012  -0.3019  3.7045
C  -7.7340  0.2740  3.2921
O  -7.8055  0.7606  2.1800
O  -5.4614  -0.2149  2.7777
O  -9.5768  -0.4376  6.3655
H  -9.7905  0.6175  3.9261
H  -5.2507  -1.2623  5.2160
H  -5.8719  0.2222  2.0043
H  -9.1533  -0.8676  7.1336

## Properties
LUMO (spin up / spin down): -1.7 / -1.7 eV
E_HOMO (spin up / spin down): -7.625 / -7.631 eV
gap between HOMO and LUMO (spin up / spin down): 5.947 / 5.953 eV
<S²>: 0.754
charge: 0
multiplicity: 2
DFT total energy: -3205.45348 hartree



An isolated molecule of C6H16N2. Source: the Open Molecules 2025 dataset; level of theory: ωB97M-V/def2-TZVPD.

Geometry (Å):
N  -1.9802  1.5934  0.8031
C  -1.7503  0.7318  -0.3199
C  -2.0381  1.3527  -1.7633
C  -0.3221  0.2263  -0.2945
N  -0.0804  -0.8090  0.6870
C  2.3281  -0.1665  1.2877
C  1.2647  -1.2532  0.9202
C  1.7392  -2.0970  -0.2885
H  -1.3550  2.3910  0.8094
H  -2.9118  1.9430  0.9724
H  -2.5143  -0.0535  -0.3602
H  -2.1752  2.4166  -1.7410
H  -1.3003  0.9174  -2.4265
H  -2.9333  0.9728  -2.2768
H  0.3148  1.1311  -0.0980
H  -0.0364  -0.2419  -1.2478
H  -0.6123  -0.6529  1.5315
H  2.3357  0.5879  0.5033
H  3.3141  -0.5872  1.3386
H  1.9085  0.4116  2.1168
H  1.3261  -1.9531  1.7581
H  2.6094  -2.7032  -0.0480
H  1.9326  -1.4553  -1.1513
H  0.9366  -2.7027  -0.7124

## Properties
LUMO: 1.1 eV
E_HOMO: -8.307 eV
gap between HOMO and LUMO: 9.423 eV
structure (SMILES): CC(C)NC[C@H](C)N
charge: 0
energy relative to the best compared isomer or geometry (same formula, charge and spin): 115.2 kJ/mol
DFT total energy: -347.68093 hartree



C49H47ClF6N3O6STa as an isolated structure. Source: the Open Molecules 2025 dataset; level of theory: ωB97M-V/def2-TZVPD.

Geometry (Å):
Ta  -0.3412  0.0079  0.6991
F  5.9766  1.3874  -2.8092
C  4.7416  1.0106  -2.5203
C  3.9420  1.8109  -1.7174
F  4.4021  2.9663  -1.2420
C  2.6542  1.4039  -1.4261
F  1.8591  2.2117  -0.6949
C  2.1353  0.2087  -1.8818
S  0.4946  -0.3358  -1.5622
C  2.9534  -0.5776  -2.6896
F  2.4923  -1.7326  -3.1725
C  4.2382  -0.1832  -3.0229
F  4.9807  -0.9347  -3.8204
C  -4.5440  0.3505  -0.3310
C  -3.7506  0.5899  -1.5813
C  -4.3110  0.2408  -2.8061
C  -3.6675  0.5310  -3.9987
C  -2.4705  1.2236  -3.9815
C  -1.8826  1.6163  -2.7802
C  -0.7004  2.5429  -2.8119
C  -2.5020  1.2261  -1.5897
N  -1.8390  1.5851  -0.3425
C  -2.1381  2.7292  0.1453
C  -3.1255  3.6736  -0.4509
C  -1.4087  3.1776  1.3890
C  -1.6425  4.5724  1.8711
N  -0.6234  2.3261  1.9248
C  0.1799  2.7684  3.0628
C  -0.2388  2.5070  4.3810
C  -1.5983  1.9870  4.7558
C  0.6209  2.8303  5.4238
C  1.8581  3.4039  5.1867
C  2.2030  3.7471  3.8960
C  1.3590  3.4802  2.8205
C  1.7245  4.0852  1.4974
H  -5.3111  -0.4014  -0.5073
H  -5.0587  1.2663  -0.0251
H  -3.9282  0.0102  0.4887
H  -5.2739  -0.2527  -2.8161
H  -4.1239  0.2594  -4.9409
H  -1.9978  1.5127  -4.9114
H  -0.0429  2.3028  -3.6461
H  -0.1146  2.5144  -1.8970
H  -1.0454  3.5696  -2.9602
H  -3.6144  3.2669  -1.3309
H  -2.6223  4.6035  -0.7223
H  -3.8804  3.9342  0.2923
H  -2.7054  4.7418  2.0455
H  -1.3258  5.2891  1.1113
H  -1.0976  4.7727  2.7873
H  -2.3704  2.3198  4.0622
H  -1.8698  2.3658  5.7392
H  -1.6113  0.9000  4.8290
H  0.3003  2.6397  6.4395
H  2.5213  3.6324  6.0092
H  3.1300  4.2727  3.7061
H  2.6906  3.7218  1.1494
H  1.8095  5.1666  1.6192
H  0.9973  3.8972  0.7140
C  0.7948  -4.6144  -1.1266
O  -0.2396  -4.0272  -1.9144
C  -0.8222  -4.7808  -2.8695
C  -0.5744  -6.1289  -3.1032
C  -1.2341  -6.7846  -4.1334
C  -2.1397  -6.1243  -4.9508
C  -2.3996  -4.7826  -4.7262
C  -1.7587  -4.1334  -3.6861
N  -1.9794  -2.7307  -3.4736
C  -2.3271  -2.1500  -2.3722
C  -2.8159  -2.8040  -1.1844
C  -3.6134  -3.9567  -1.2244
C  -4.0696  -4.5246  -0.0542
C  -3.7036  -3.9745  1.1707
C  -2.9094  -2.8411  1.2429
C  -2.4882  -2.2406  0.0653
O  -1.6777  -1.1634  0.0985
H  1.1481  -3.8203  -0.4750
H  1.6113  -4.9644  -1.7595
H  0.4032  -5.4381  -0.5280
H  0.1353  -6.6668  -2.4934
H  -1.0250  -7.8319  -4.3019
H  -2.6351  -6.6465  -5.7553
H  -3.1021  -4.2419  -5.3469
H  -1.7221  -2.1166  -4.2402
H  -2.2332  -1.0718  -2.3749
H  -3.8888  -4.3870  -2.1769
H  -4.7019  -5.4000  -0.0882
H  -4.0363  -4.4431  2.0876
H  -2.6089  -2.4286  2.1928
O  -2.3593  0.1252  2.2950
H  -3.0657  0.7208  2.5657
H  -1.8822  -0.0882  3.1082
F  0.4852  -1.6665  1.0354
C  5.6704  2.1981  2.3106
C  5.3576  0.8488  1.7353
C  6.1442  0.2825  0.7453
C  5.8385  -0.9688  0.2278
Cl  6.8344  -1.6409  -1.0237
C  4.7514  -1.6810  0.6947
C  3.9535  -1.1307  1.6908
C  4.2556  0.1217  2.1969
O  3.5218  0.7651  3.1720
C  2.3903  0.1457  3.6968
C  1.2211  0.1797  2.7494
O  0.0747  -0.2403  3.0202
O  1.3939  0.6220  1.5501
H  6.5609  2.6166  1.8468
H  5.8348  2.1359  3.3865
H  4.8406  2.8900  2.1558
H  7.0106  0.8163  0.3772
H  4.5285  -2.6593  0.2933
H  3.1006  -1.7004  2.0315
H  2.1145  0.6859  4.6057
H  2.5507  -0.9024  3.9785

## Properties
LUMO: -6.4 eV
E_HOMO: -12.231 eV
gap between HOMO and LUMO: 5.782 eV
charge: +2
energy relative to the best compared isomer or geometry (same formula, charge and spin): 65.6 kJ/mol
DFT total energy: -4025.38642 hartree



A 2-piece molecular cluster, C8H15NO2 overall. Source: the Open Molecules 2025 dataset; level of theory: ωB97M-V/def2-TZVPD.

Geometry (Å):
C  2.5483  -0.8652  0.4262
C  -0.1065  0.6452  0.7165
C  -0.1765  0.4493  2.1891
C  -2.6628  0.5082  0.3415
C  -1.1881  -1.4734  0.1048
C  -1.0285  0.2671  -1.6295
C  3.2581  0.3791  -1.5367
C  -1.2793  0.0375  -0.1276
N  3.2727  -0.3043  -0.3084
O  2.0285  -1.4847  1.2269
O  0.7691  1.3637  0.3052
H  0.9271  0.4833  2.6072
H  -0.8257  -0.2858  2.4240
H  -0.4665  1.4384  2.5310
H  -3.3411  -0.1647  -0.1412
H  -2.9515  1.5782  0.2173
H  -2.7458  0.3023  1.4184
H  -0.2053  -1.7633  -0.2883
H  -1.1543  -1.7408  1.2882
H  -1.9930  -2.0597  -0.3709
H  0.0370  0.2891  -1.7816
H  -1.2671  1.3583  -1.9197
H  -1.4084  -0.4662  -2.2441
H  2.2049  0.3524  -1.9226
H  3.7358  1.3649  -1.3997
H  4.0188  -0.2089  -2.1259

## Properties
LUMO: 0.8 eV
E_HOMO: -9.484 eV
gap between HOMO and LUMO: 10.235 eV
structure (SMILES): CC(=O)C(C)(C)C.CN=C=O
charge: 0
energy relative to the best compared isomer or geometry (same formula, charge and spin): 241.2 kJ/mol
DFT total energy: -519.00847 hartree